Record 1
A structure of composition CHBr3CaF2O2PRb2. Source: the OMol25 dataset; level of theory: ωB97M-V/def2-TZVPD.

```
13
Properties=species:S:1:pos:R:3:forces:R:3
Rb -17.6683 16.2684 -6.8204 -0.3027 0.0417 -0.1146
Rb -16.2860 14.2384 -12.9323 -0.1340 -0.3185 -0.2158
Br -21.8783 17.4810 -13.6305 0.7198 1.4228 -0.3966
Br -22.1585 20.6567 -14.5836 1.2431 -1.3494 0.6350
Br -19.6209 18.8448 -15.5400 -0.3876 0.1358 0.6212
Ca -15.1604 18.1010 -11.8319 -0.6651 0.3792 0.0597
P -18.5124 17.0359 -10.9584 0.1674 1.4109 0.6104
F -18.4819 15.7060 -11.8531 -0.1327 1.1288 0.0080
F -19.8532 17.7685 -11.3183 1.4157 -0.8447 -0.3077
O -18.6245 16.5900 -9.5528 0.8647 0.1612 -0.3928
O -17.3472 17.9516 -11.4459 -1.1257 -1.9098 0.4656
C -20.8632 19.1875 -14.0654 -1.2464 -0.2847 -0.7567
H -20.2737 19.4694 -13.1930 -0.4165 0.0267 -0.2156
```
Forces are in eV/Å.

Summary:
Total charge: +2
E (Ha): -9177.7688
Spin multiplicity: 2

=====

Record 2
A structure of composition C17H30GeN2O7Pm. Source: the OMol25 dataset; level of theory: ωB97M-V/def2-TZVPD.

```
58
Properties=species:S:1:pos:R:3:forces:R:3
Pm -0.0837 -0.1099 -0.5029 -0.0975 1.6336 0.2817
Ge 1.8244 1.4885 0.9639 1.0005 0.7461 0.9373
O -5.5205 -4.2161 -1.1003 0.4010 0.1782 0.2081
O -3.4917 -4.9575 -1.2602 0.7290 -0.0773 -0.1471
O -0.3662 -1.9457 -1.5985 -0.8157 -2.2497 -0.4459
O -1.2324 -3.9970 -1.2870 -0.1679 -0.2369 -0.3589
O 0.3299 2.1237 -0.0678 -0.2410 -0.0083 -0.2061
O 0.5497 0.0273 1.6054 0.3059 -0.4793 -0.0090
O 2.1216 0.2615 -0.4947 0.1285 -0.1692 -0.6810
N -3.8084 -0.5989 0.0228 0.2001 0.3017 0.2218
N -2.5341 -0.8758 -0.3196 -0.4391 0.1166 -0.0857
C 3.4040 1.8103 -1.8672 0.1081 0.1027 -0.1223
C -1.2791 -2.7637 -1.2581 0.0065 0.3034 -0.2519
C -1.9846 2.5356 0.3624 -0.0373 0.0092 0.0141
C -0.2181 3.7354 1.6697 -0.1434 0.1750 0.0569
C -0.6066 3.1881 0.3082 0.2961 -0.2996 0.0584
C -4.6336 -1.6223 -0.1592 0.2546 -0.2893 -0.1883
C -4.2386 -4.0003 -1.0087 -1.2164 -0.3097 -0.3294
C -2.5412 -2.1179 -0.7464 -0.3648 -0.5249 -0.1996
C 2.7009 0.4709 -1.8535 -0.2691 0.1369 0.4412
C 1.2713 -2.3119 1.2976 -0.0335 -0.0231 0.0348
C -3.8450 -2.6570 -0.6664 -0.0392 0.3957 0.3194
C -0.5330 4.2477 -0.7705 -0.0743 0.0981 -0.0383
C 1.5508 0.4372 -2.8748 0.2022 -0.0422 0.0828
C 1.0405 -1.1926 2.3129 -0.0117 0.4792 -0.1350
C 3.6457 -0.6826 -2.0992 0.1380 -0.0570 -0.0112
C 2.3244 -0.8336 3.0360 0.0784 -0.1738 0.0664
C -0.0471 -1.5874 3.2857 -0.2115 -0.0103 0.1258
H -0.1627 -0.8444 4.0731 -0.0001 0.0333 -0.0049
H -0.2336 2.9583 2.4363 0.0011 -0.0607 0.0111
H 1.9173 0.7495 -3.8531 -0.0128 -0.0649 0.0123
H -2.2616 2.1379 -0.6261 0.0323 0.0142 0.0676
H 1.7924 -3.1403 1.7792 -0.0463 -0.0016 -0.0074
H 3.1295 -1.6433 -2.0460 -0.0360 0.0372 0.0175
H -1.0098 -1.6980 2.7744 0.0675 0.0033 -0.0123
H 1.1453 -0.5741 -3.0037 0.0035 0.0655 0.0157
H 4.4516 -0.6788 -1.3668 0.0143 0.0097 0.0054
H 0.7613 1.1587 -2.6287 -0.0130 0.1847 -0.0292
H 0.3292 -2.7363 0.9229 0.0145 0.0848 0.0460
H 4.1873 1.8393 -1.1108 0.0300 -0.0060 0.0423
H -4.0314 0.3141 0.4055 0.0000 -0.1310 -0.0592
H 2.7099 2.6352 -1.6965 -0.0646 -0.0026 0.0283
H 0.7709 4.1900 1.6434 0.0657 0.0111 -0.0219
H 0.1915 -2.5450 3.7501 0.0264 0.0205 0.0171
H -0.8437 3.8508 -1.7387 0.0102 -0.0212 0.0070
H 3.8757 1.9783 -2.8364 0.0021 -0.0208 0.0162
H 0.4824 4.6294 -0.8643 0.0335 -0.0004 0.0335
H 2.6647 -1.6831 3.6304 -0.0349 0.0255 0.0187
H -2.4228 -4.6225 -1.2860 0.1965 0.0701 0.2963
H 4.0855 -0.5933 -3.0932 0.0200 -0.0094 0.0028
H -0.9210 4.5116 1.9766 0.0084 -0.0191 -0.0189
H 1.8981 -1.9965 0.4614 0.0579 0.0283 0.0111
H -5.6845 -1.5610 0.0735 -0.0420 -0.0252 0.0047
H -1.9866 1.7421 1.1231 -0.0227 0.0269 -0.0382
H 3.1324 -0.5929 2.3442 0.0276 0.0166 -0.0856
H -1.1857 5.0849 -0.5210 -0.0109 0.0021 -0.0224
H -2.7474 3.2645 0.6402 -0.0070 -0.0272 -0.0173
H 2.1666 0.0091 3.7073 -0.0081 0.0308 0.0245
```
Forces are in eV/Å.

Summary:
Total charge: +2
E (Ha): -3986.8167
Spin multiplicity: 6

=====

Record 3
An isolated molecule of C4H4BrF3. Source: the OMol25 dataset; level of theory: ωB97M-V/def2-TZVPD.

```
12
Properties=species:S:1:pos:R:3:forces:R:3
Br -0.1488 -2.5219 -0.9353 0.0640 0.3676 0.0252
F 2.2221 -0.8145 1.7173 -0.5807 -0.3502 -2.0810
F 4.1707 -1.3785 -0.0204 1.0471 -0.3655 -0.1684
F 2.9006 -1.1027 -1.7682 0.0675 -0.4898 -1.4812
C 1.9434 -0.8969 0.3424 -1.3281 -0.6455 0.0991
C -0.7625 -0.3386 0.7906 3.0385 0.3223 0.3048
C 2.9728 -1.2279 -0.4920 -2.5063 1.8943 3.2462
C 0.3663 -0.7914 -0.1471 3.0725 -0.2557 1.4939
H -0.5253 0.4327 1.5390 -0.0281 0.2997 -0.9549
H 0.4387 -0.0816 -0.9289 -0.0774 0.3536 -1.1315
H -1.0422 -1.1375 1.3603 -0.7379 -2.3291 1.6336
H -1.5236 -0.2084 0.1085 -2.0310 1.1984 -0.9859
```
Forces are in eV/Å.

Summary:
Energy relative to the best compared isomer or geometry (same formula, charge and spin) (eV): 1.0535
Structure (SMILES): C[C@H](Br)C(F)=C(F)F

=====

Record 4
The ion C4H6NO with charge +1. Source: the OMol25 dataset; level of theory: ωB97M-V/def2-TZVPD.

```
12
Properties=species:S:1:pos:R:3:forces:R:3
O -0.7013 1.7733 -0.4738 -0.5417 0.4943 -0.9641
N -2.0487 -0.4357 -0.0407 -0.9206 -1.4126 -0.5764
C 1.5302 0.6750 0.0162 0.0850 -0.0730 -0.0661
C 0.0454 0.5895 -0.0433 0.5554 -1.1243 0.0454
C -0.9709 1.4794 0.6949 0.5981 2.0132 1.8144
C -0.7594 -0.5780 -0.1282 0.0538 0.2783 -0.1889
H 1.8394 1.7162 0.0886 -0.0332 -0.0195 0.0305
H -2.6511 -1.2520 0.0322 0.1580 0.0905 0.0087
H 1.9708 0.2486 -0.8840 0.0294 0.0355 -0.0083
H -2.5433 0.4529 -0.0472 0.1165 -0.2356 -0.1724
H 1.9132 0.1416 0.8844 -0.0062 0.0024 0.0377
H -0.3244 -1.5695 -0.0865 -0.0946 -0.0492 0.0395
```
Forces are in eV/Å.

Summary:
Total charge: +1
Energy relative to the best compared isomer or geometry (same formula, charge and spin) (eV): 3.0471